P | Computed, not measured: a 2-piece molecular cluster, C7H14O overall, with ωB97M-V/def2-TZVPD.

Structure (XYZ):
```
22
C7H14O | the Open Molecules 2025 dataset | ωB97M-V/def2-TZVPD
C -0.347 0.958 2.539
C 0.362 0.614 1.251
C 1.133 1.563 0.634
C -1.207 -1.037 0.329
C 0.033 -0.625 0.432
C 1.071 -1.165 -0.496
C -1.631 -2.075 -0.586
H -1.012 0.164 2.697
H 0.404 1.077 3.403
H -0.662 2.135 2.491
H 1.419 1.400 -0.312
H 1.563 2.443 1.183
H -1.995 -0.561 0.966
H 1.548 -2.204 -0.346
H 0.798 -1.514 -1.562
H 1.847 -0.433 -0.622
H -1.189 -3.099 -0.413
H -2.819 -2.200 -0.529
H -1.528 -1.999 -1.693
H 1.306 1.892 -2.840
H 0.034 1.900 -2.326
O 0.475 1.449 -3.090
```

Results
Spin multiplicity: 1
LUMO energy in eV: 0.7

Atom charges from the natural (NBO) analysis, given in e for atoms 1 to 4: -0.66, 0.03, -0.43, -0.18

***

Q | Computed, not measured: a 2-piece molecular cluster, C7H14O overall, with ωB97M-V/def2-TZVPD.

Structure (XYZ):
```
22
C7H14O | the Open Molecules 2025 dataset | ωB97M-V/def2-TZVPD
C -2.065 -1.423 -0.390
C -0.786 -1.166 -1.251
C 0.284 -0.195 -0.698
C 1.054 0.490 -1.549
C 1.176 -0.488 3.006
C 1.103 -0.761 1.535
C 0.355 0.015 0.759
H -2.039 -2.475 -0.141
H -2.910 -0.927 -0.863
H -2.033 -0.819 0.514
H -0.244 -2.110 -1.352
H -1.016 -0.781 -2.246
H 0.963 0.350 -2.614
H 1.841 1.108 -1.136
H 2.174 -0.133 3.288
H 0.503 0.325 3.289
H 0.888 -1.297 3.685
H 1.764 -1.449 1.025
H -0.334 0.744 1.180
H -0.609 2.100 -0.932
H 0.077 3.461 -0.988
O -0.690 2.990 -1.296
```

Results
Spin multiplicity: 1
LUMO energy in eV: 0.9

Atom charges from the natural (NBO) analysis, given in e for atoms 1 to 4: -0.63, -0.43, -0.01, -0.41

***

R | Computed, not measured: a 2-piece molecular cluster, C7H14O overall, with ωB97M-V/def2-TZVPD.

Structure (XYZ):
```
22
C7H14O | the Open Molecules 2025 dataset | ωB97M-V/def2-TZVPD
C 1.658 2.083 0.333
C 1.269 0.841 1.107
C 1.255 0.834 2.428
C -0.579 -0.671 0.620
C 0.668 -0.301 0.343
C 1.571 -0.918 -0.684
C -1.296 -1.819 0.002
H 1.640 1.982 -0.752
H 1.015 2.898 0.632
H 2.697 2.368 0.508
H 0.832 -0.006 2.983
H 1.672 1.559 3.133
H -1.152 -0.060 1.306
H 1.937 -0.161 -1.378
H 2.469 -1.284 -0.192
H 1.091 -1.755 -1.186
H -2.188 -1.566 -0.588
H -0.810 -2.382 -0.793
H -1.643 -2.537 0.735
H -4.345 0.936 -2.511
H -4.111 -0.384 -3.241
O -3.650 0.343 -2.806
```

Results
Spin multiplicity: 1
LUMO energy in eV: 0.9

Atom charges from the natural (NBO) analysis, given in e for atoms 1 to 4: -0.65, -0.01, -0.40, -0.18

***

S | Computed, not measured: a 2-piece molecular cluster, C7H14O overall, with ωB97M-V/def2-TZVPD.

Structure (XYZ):
```
22
C7H14O | the Open Molecules 2025 dataset | ωB97M-V/def2-TZVPD
C -2.739 -0.591 -0.889
C -1.259 -0.803 -1.410
C -0.188 0.323 -1.124
C -0.324 1.495 -1.839
C 2.519 -0.708 1.401
C 1.286 -0.788 0.618
C 0.983 0.136 -0.270
H -2.721 0.200 -0.102
H -3.187 -1.388 -0.284
H -3.400 -0.255 -1.704
H -0.925 -1.700 -0.858
H -1.437 -0.927 -2.553
H -1.223 1.660 -2.332
H 0.389 2.249 -1.705
H 3.304 -1.487 1.008
H 2.948 0.250 1.603
H 2.263 -1.053 2.405
H 0.566 -1.537 1.017
H 1.902 0.595 -0.658
H 1.036 1.233 3.075
H -0.251 1.933 2.289
O 0.455 1.165 2.311
```

Results
Spin multiplicity: 1
LUMO energy in eV: 0.7

Atom charges from the natural (NBO) analysis, given in e for atoms 1 to 4: -0.62, -0.44, 0.01, -0.40

***

Least stable = P

***

P | Computed, not measured: C30H36BrIrN6OS as an isolated structure, with ωB97M-V/def2-TZVPD.

Structure (XYZ):
```
76
C30H36BrIrN6OS | the Open Molecules 2025 dataset | ωB97M-V/def2-TZVPD
Ir -0.514 1.127 0.182
Br -1.251 -7.889 -4.381
C 0.143 -7.279 -3.247
C 0.688 -6.022 -3.449
C 1.701 -5.571 -2.622
C 2.171 -6.381 -1.578
C 1.615 -7.660 -1.407
C 0.603 -8.107 -2.229
N 3.150 -6.008 -0.675
N 3.624 -4.798 -0.817
C 3.059 -3.650 -0.459
C 3.650 -2.453 -0.924
C 3.056 -1.230 -0.739
C 1.825 -1.080 -0.066
O 1.268 0.067 -0.003
C 1.278 -2.263 0.577
N 0.207 -2.084 1.378
C -0.266 -3.119 2.027
C 0.284 -4.406 1.945
C 1.366 -4.607 1.126
C 1.894 -3.525 0.400
H 0.321 -5.394 -4.250
H 2.133 -4.593 -2.782
H 1.996 -8.280 -0.606
H 0.170 -9.087 -2.088
H 4.573 -2.541 -1.483
H 3.500 -0.333 -1.151
H -1.129 -2.942 2.662
H -0.136 -5.213 2.530
H 1.829 -5.580 1.040
C -1.860 6.005 3.766
C -1.544 5.618 2.354
C -1.691 6.444 1.289
C -1.252 5.944 0.008
N -0.826 4.753 -0.205
C -0.867 3.770 0.851
S -2.185 2.521 0.447
N -1.082 4.369 2.160
C -1.238 6.903 -1.151
H -1.782 7.083 3.894
H -1.178 5.519 4.464
H -2.876 5.699 4.023
H -2.041 7.458 1.410
H -0.980 3.732 2.932
H -0.653 7.794 -0.908
H -2.255 7.233 -1.378
H -0.818 6.415 -2.026
C 2.176 3.272 -0.585
C 1.638 3.362 0.849
C 1.810 4.802 1.351
C 2.463 2.456 1.769
N 0.251 2.862 0.882
H 3.213 3.618 -0.632
H 1.565 3.886 -1.247
H 2.132 2.240 -0.933
H 2.876 5.042 1.335
H 1.458 4.913 2.377
H 1.293 5.525 0.725
H 3.519 2.739 1.737
H 2.366 1.417 1.465
H 2.110 2.547 2.799
C -3.908 0.058 -1.513
C -2.860 -0.842 -0.834
C -2.929 -2.234 -1.477
C -3.232 -0.969 0.651
C -1.478 -0.259 -1.018
H -4.912 -0.361 -1.383
H -3.706 0.141 -2.583
H -3.899 1.064 -1.096
H -3.893 -2.716 -1.283
H -2.139 -2.877 -1.082
H -2.797 -2.164 -2.559
H -4.232 -1.402 0.757
H -3.228 0.008 1.136
H -2.511 -1.596 1.176
H -0.825 -0.891 -1.627
```

Results
Spin multiplicity: 6
Charge: -1
LUMO energy (alpha / beta) in eV: 2.4 / 1.5

Atom charges from the Löwdin analysis, given in e for atoms 1 to 4: 1.09, 0.70, -0.70, -0.13

***

Q | Computed, not measured: C30H36BrIrN6OS as an isolated structure, with ωB97M-V/def2-TZVPD.

Structure (XYZ):
```
76
C30H36BrIrN6OS | the Open Molecules 2025 dataset | ωB97M-V/def2-TZVPD
Ir -0.884 0.112 0.002
Br 7.705 5.043 3.120
C 6.812 3.422 3.549
C 7.486 2.215 3.405
C 6.834 1.040 3.720
C 5.503 1.052 4.172
C 4.848 2.287 4.316
C 5.503 3.464 4.003
N 4.924 -0.167 4.426
N 3.690 -0.152 4.859
C 2.587 -0.134 4.111
C 1.352 -0.006 4.795
C 0.139 0.066 4.152
C 0.057 0.034 2.750
O -1.059 0.079 2.110
C 1.299 -0.091 2.023
N 1.171 -0.124 0.673
C 2.216 -0.425 -0.070
C 3.474 -0.670 0.488
C 3.642 -0.566 1.845
C 2.542 -0.253 2.665
H 8.508 2.202 3.051
H 7.332 0.085 3.617
H 3.828 2.312 4.674
H 4.998 4.414 4.110
H 1.401 0.046 5.876
H -0.782 0.155 4.712
H 2.039 -0.477 -1.136
H 4.298 -0.938 -0.158
H 4.604 -0.762 2.297
C -2.933 -0.227 -4.078
C -2.535 -1.629 -3.757
C -3.150 -2.738 -4.267
C -2.651 -3.993 -3.865
N -1.658 -4.134 -3.021
C -1.058 -3.029 -2.492
S 0.136 -3.120 -1.338
N -1.502 -1.793 -2.918
C -3.262 -5.258 -4.393
H -3.983 -0.191 -4.365
H -2.329 0.156 -4.902
H -2.761 0.406 -3.209
H -3.993 -2.647 -4.937
H -1.078 -0.949 -2.487
H -4.032 -5.059 -5.137
H -3.698 -5.819 -3.566
H -2.483 -5.882 -4.832
C -0.896 3.207 -1.252
C -0.178 2.133 -2.079
C -0.503 2.353 -3.562
C 1.338 2.287 -1.893
N -0.588 0.794 -1.700
H -0.474 4.196 -1.457
H -0.802 2.984 -0.190
H -1.962 3.222 -1.491
H -0.213 3.359 -3.878
H -1.573 2.240 -3.740
H 0.030 1.626 -4.181
H 1.683 3.228 -2.331
H 1.863 1.465 -2.384
H 1.596 2.284 -0.833
C -4.682 0.179 1.306
C -3.901 -0.739 0.348
C -4.880 -1.304 -0.696
C -3.323 -1.915 1.142
C -2.834 0.057 -0.368
H -5.470 -0.375 1.829
H -5.147 1.001 0.755
H -4.004 0.608 2.046
H -5.718 -1.822 -0.215
H -4.370 -2.016 -1.350
H -5.287 -0.500 -1.317
H -4.126 -2.476 1.635
H -2.630 -1.566 1.906
H -2.782 -2.594 0.479
H -3.261 0.728 -1.119
```

Results
Spin multiplicity: 6
Charge: -1
LUMO energy (alpha / beta) in eV: 2.3 / 1.4

Atom charges from the Löwdin analysis, given in e for atoms 1 to 4: 1.16, 0.70, -0.70, -0.14

***

Least stable = P